{
  "formula": "C20H34N8O2Si",
  "method": "ωB97M-V/def2-TZVPD",
  "elements": ["C", "C", "H", "C", "H", "H", "C", "H", "C", "C", "H", "C", "H", "C", "C", "N", "H", "H", "H", "H", "C", "H", "H", "H", "H", "H", "C", "H", "N", "H", "O", "H", "H", "C", "H", "H", "N", "N", "C", "N", "N", "H", "C", "O", "H", "C", "Si", "H", "C", "H", "H", "C", "H", "H", "H", "C", "H", "H", "N", "N", "H", "H", "C", "H", "C"],
  "positions_angstrom": [[0.3429, -4.3955, -0.7608], [7.4601, 0.5148, -0.8356], [-4.7077, 2.2905, 0.2697], [-0.5580, -1.7452, -2.9434], [-1.9837, 5.8821, 0.7775], [-0.1059, -5.0661, -0.0220], [-0.7347, -3.4940, -1.3426], [3.9436, 0.0574, -1.4464], [3.2304, -1.6510, -0.4582], [-3.8067, 0.4486, -0.0860], [-3.4445, -0.8991, 4.4109], [-1.1029, 4.2343, 1.7260], [-1.7007, -4.0051, -1.4074], [-6.2498, 4.2046, 1.9414], [5.5798, 0.1543, -3.6749], [5.2868, 1.2126, -3.3253], [2.2528, 0.1359, -0.9182], [6.8284, -1.5006, -3.5106], [0.4767, -6.2660, -2.8195], [2.3912, -0.6738, 3.6130], [-4.2063, 1.0485, 4.2100], [5.1308, -1.8799, -3.8670], [-8.0143, 4.7321, 2.9333], [-2.1246, -0.3746, -3.3631], [1.8504, -1.8695, 2.4226], [-4.8869, 1.6972, -1.3976], [3.0218, -0.5101, -1.3393], [1.3889, -0.1668, 2.2415], [-0.5922, -1.3851, 4.3567], [-2.3676, 5.7172, 2.5020], [0.3698, -1.0506, -3.2555], [2.3046, -6.2109, -1.2465], [-6.6328, 4.3480, 3.9887], [0.3644, -1.1951, 3.7454], [-3.1185, 4.6332, 1.3218], [-2.0625, -1.0101, -1.6817], [3.4046, -2.5305, 0.2662], [-3.4639, -0.5602, 0.3579], [-1.9663, -1.2572, -2.7433], [7.6387, -0.5030, -1.3407], [-5.5355, 4.3096, 1.0439], [7.4907, 2.6023, -0.9126], [1.5706, -0.9646, 2.9601], [-0.3526, -3.0675, -2.6802], [-7.4930, 3.0476, 3.1576], [5.9504, -1.1941, -4.0774], [1.3444, -5.3830, -2.0087], [6.1697, -1.2155, -5.1433], [-4.2113, 1.7704, -0.5479], [1.0831, -3.7828, -0.2296], [-2.6791, -2.0489, -2.9878], [-2.2072, 5.1734, 1.5729], [7.7681, 1.9065, 0.6988], [-3.8857, -0.4092, 2.7601], [-3.3305, 2.3422, -0.8359], [-3.4419, -0.0782, 3.6969], [-2.4146, 0.2266, 3.5057], [2.1253, -4.4916, -2.8859], [-0.2453, 3.4743, 1.8359], [-4.8049, 1.9594, 4.5789], [2.6853, -0.8454, -2.3195], [6.1384, 1.9060, -0.0070], [-7.1552, 4.0780, 3.0742], [-0.8514, -2.6001, -0.7186], [7.2004, 1.8106, -0.2248]],
  "forces_ev_per_angstrom": [[0.129, 0.226, 0.013], [-0.014, -0.388, -0.261], [-0.021, 0.037, -0.108], [0.281, -0.030, 0.323], [0.002, 0.005, 0.007], [0.048, 0.030, -0.060], [-0.250, 0.048, -0.041], [0.012, -0.011, -0.001], [0.147, -0.334, 0.377], [0.277, -0.530, 0.446], [0.085, 0.043, 0.003], [0.318, -0.343, 0.039], [0.103, 0.038, 0.015], [0.314, 0.058, -0.374], [-0.142, 0.550, 0.198], [0.147, -0.474, -0.175], [-0.017, 0.015, -0.031], [-0.016, 0.009, 0.010], [0.005, 0.007, -0.037], [-0.009, 0.001, 0.005], [-0.144, 0.350, 0.052], [-0.004, 0.000, -0.006], [0.018, -0.004, -0.011], [-0.045, -0.046, 0.175], [0.013, 0.005, 0.001], [-0.010, -0.015, 0.018], [-0.048, -0.008, -0.038], [0.006, 0.022, 0.009], [0.401, 0.055, -0.211], [0.015, -0.005, 0.004], [-0.193, -0.009, -0.319], [-0.049, -0.071, -0.001], [0.024, -0.052, 0.026], [-0.346, -0.108, 0.216], [-0.023, 0.045, -0.001], [-0.205, 0.074, -0.190], [-0.170, 0.353, -0.320], [-0.249, 0.565, -0.448], [0.180, -0.171, -0.154], [0.018, 0.311, 0.238], [-0.334, -0.011, 0.424], [-0.016, -0.001, -0.005], [0.003, -0.009, -0.043], [0.204, 0.061, 0.277], [0.025, -0.018, 0.034], [0.031, -0.029, -0.039], [0.047, 0.011, 0.051], [-0.007, -0.012, 0.000], [0.045, -0.080, 0.038], [-0.089, -0.131, -0.019], [0.028, 0.188, 0.076], [-0.004, -0.015, -0.003], [-0.006, 0.009, 0.000], [0.040, -0.062, 0.013], [0.004, -0.011, -0.022], [-0.089, -0.005, -0.040], [-0.042, -0.055, 0.075], [-0.005, -0.019, -0.049], [-0.309, 0.264, -0.050], [0.051, -0.171, -0.117], [-0.040, 0.004, 0.022], [-0.002, 0.007, -0.013], [-0.036, 0.021, 0.016], [-0.116, -0.203, -0.043], [0.027, 0.021, 0.026]],
  "gap_ev": 10.88,
  "smiles": "CC(=O)OCC[SiH3].CC#N.CC#N.CC#N.CC#N.CC#N.CC#N.CC#N.CC#N",
  "lumo_ev": 0.44,
  "relative_energy_ev": 0.0000
}

---

{
  "formula": "C14H18F2N4O6",
  "method": "ωB97M-V/def2-TZVPD",
  "elements": ["H", "H", "F", "C", "H", "C", "H", "O", "C", "H", "O", "N", "C", "C", "H", "O", "H", "N", "C", "O", "H", "C", "C", "H", "O", "H", "H", "C", "H", "H", "C", "C", "H", "C", "H", "F", "H", "N", "N", "C", "H", "C", "H", "O"],
  "positions_angstrom": [[0.1362, 0.2929, 0.0515], [0.6365, 0.5128, 1.7033], [0.1888, 4.3516, -3.6133], [-1.5591, -5.1979, 0.2081], [-1.2788, 0.3152, -2.0352], [-1.5156, -6.9692, 1.6031], [4.4001, 1.0422, -2.0921], [-1.1974, -5.6658, 1.4728], [-0.0846, 4.5868, -2.2989], [0.1732, 3.0914, 5.3109], [-2.2092, -7.4255, 0.5419], [1.8070, 2.3118, 2.8005], [4.1308, 0.9080, -1.0446], [1.0800, 3.3308, -0.8139], [-1.0693, 2.9631, 4.0573], [0.0182, 3.3471, -1.6441], [-1.0488, 5.0811, -2.1910], [2.1002, -0.7291, -1.0084], [3.0001, -0.0166, -0.9843], [1.6868, 4.5100, -0.7903], [-1.5771, -6.7782, -1.3222], [-2.1760, -6.4131, -0.4875], [-1.9456, -0.5168, -1.8034], [-0.1332, 4.4197, 4.0812], [1.4448, 2.3523, -0.2422], [-1.0227, 1.0256, 1.2222], [3.8204, 1.8452, -0.5874], [-0.0782, 3.3523, 4.2855], [-2.0865, -0.5662, -0.7272], [-2.8944, -0.2746, -2.2782], [-0.2244, 0.3012, 1.0767], [-1.3634, -1.7711, -2.2771], [1.6500, 5.8955, -2.4090], [0.9831, 2.7686, 3.4503], [0.6908, 6.3217, -1.0887], [-2.5499, -4.2347, 0.3234], [5.0284, 0.5603, -0.5381], [-0.9265, -2.7451, -2.6925], [-1.2123, -2.0543, 1.5876], [-0.7267, -1.0389, 1.3588], [-0.7046, -4.7074, -0.2569], [1.0363, 5.4386, -1.6282], [-3.1801, -6.2050, -0.8380], [-1.2472, -7.6165, 2.5574]],
  "forces_ev_per_angstrom": [[-0.042, 0.265, -0.008], [-0.067, 0.155, 0.066], [-0.151, 0.311, -0.035], [-0.763, 0.606, -0.179], [0.156, -0.117, 0.082], [-0.426, -0.400, 0.530], [-0.089, 0.206, 0.008], [0.204, 0.276, -0.362], [1.014, 0.500, 0.598], [-0.182, 0.441, 0.158], [0.214, 0.604, -0.523], [0.377, -0.081, -0.069], [-0.045, 0.050, -0.092], [0.514, -1.299, 0.032], [0.168, -0.338, -0.135], [-1.080, 0.582, -0.150], [-0.261, -0.590, -0.213], [0.077, 0.058, 0.065], [0.244, -0.189, -0.038], [0.782, 0.890, 0.183], [0.060, 0.016, 0.087], [0.424, -0.418, 0.000], [0.206, 0.287, 0.018], [0.217, 0.088, 0.420], [-0.197, 0.666, -0.085], [0.082, 0.103, -0.008], [0.048, 0.077, -0.119], [0.290, -0.243, -0.373], [-0.075, -0.050, 0.005], [-0.064, -0.377, -0.073], [0.266, -0.668, -0.187], [-0.360, 0.354, -0.121], [0.516, -0.704, 0.044], [-0.801, 0.206, 0.153], [-0.382, -0.459, 0.491], [0.320, -0.435, 0.131], [-0.207, -0.301, 0.171], [0.078, -0.241, 0.031], [0.206, 0.008, 0.011], [-0.346, 0.090, 0.277], [-0.104, -0.129, -0.086], [-0.789, 0.321, -1.007], [-0.108, 0.076, 0.123], [0.078, -0.195, 0.178]],
  "gap_ev": 10.68,
  "smiles": "O=C1OC[C@@H](F)O1.O=C1OC[C@@H](F)O1.CC#N.CC#N.CC#N.CC#N",
  "lumo_ev": -0.01,
  "relative_energy_ev": 0.6669
}